(1)
C63H47IO41P | ωB97M-V/def2-TZVPD

Calculated values
M   1617.91 Da
E_LUMO   -0.686 eV
HOMO energy   -5.06 eV
DFT total energy   -167424.5526 eV
Charge   -1
Largest force on an atom   3.03 eV/Å

Geometry as XYZ:
```
153
Properties=species:S:1:pos:R:3:forces:R:3
C 3.948 1.198 -3.757 0.871 0.395 0.522
C 2.878 1.139 -4.284 -1.447 0.679 -1.195
C 1.571 1.346 -4.944 1.109 -0.505 0.262
P 0.327 1.997 -3.592 0.211 -2.619 1.510
O 0.210 0.376 -2.940 -0.119 0.442 -0.140
I 0.711 4.381 -4.465 0.011 1.221 -0.429
H 4.841 1.530 -3.281 0.035 -0.413 0.066
H 1.684 2.079 -5.750 0.061 -0.235 0.057
H 1.266 0.375 -5.358 -0.455 0.276 0.105
H 1.440 2.207 -2.693 -0.038 0.221 -0.239
H -0.553 2.511 -2.577 -0.173 0.338 -0.404
H -0.769 1.774 -4.514 0.041 0.327 -0.162
H -0.465 -0.080 -3.450 -0.054 -0.107 0.050
C 3.950 -0.665 2.263 -0.204 -0.026 0.227
C 4.555 -0.007 1.269 0.313 -0.307 0.498
C 3.775 0.639 0.168 -0.781 0.022 -0.294
O 4.378 1.233 -0.702 0.580 0.003 0.163
C 2.322 0.514 0.184 0.137 0.165 -0.134
C 1.719 -0.146 1.179 -0.237 0.295 -0.449
C 2.498 -0.770 2.294 0.491 -0.082 0.112
O 1.896 -1.348 3.184 -0.271 -0.066 -0.130
O 0.391 -0.291 1.238 0.501 -0.181 0.287
O 5.884 0.107 1.202 -0.209 0.171 -0.326
H 4.503 -1.138 3.063 0.016 -0.002 -0.019
H 1.770 0.969 -0.632 -0.001 -0.074 -0.041
H 0.213 -0.800 2.051 -0.290 0.087 0.026
H 6.058 0.630 0.396 0.010 0.044 -0.029
C 5.763 -2.551 -8.507 -0.042 0.163 -0.126
C 5.644 -3.265 -7.384 0.286 -0.239 -0.434
C 4.948 -2.720 -6.174 -0.345 0.647 0.216
O 4.857 -3.432 -5.188 0.201 -0.384 -0.149
C 4.418 -1.367 -6.238 0.011 -0.430 0.169
C 4.537 -0.645 -7.362 -0.257 0.315 0.480
C 5.211 -1.200 -8.583 0.229 -0.332 -0.145
O 5.283 -0.518 -9.586 -0.053 0.176 0.072
O 4.061 0.595 -7.442 0.333 -0.299 -0.416
O 6.136 -4.503 -7.273 -0.173 0.154 0.304
H 6.262 -2.935 -9.386 -0.008 -0.012 0.008
H 3.932 -0.977 -5.353 0.030 0.090 -0.023
H 4.249 0.924 -8.342 -0.149 0.008 -0.055
H 5.913 -4.790 -6.368 -0.034 -0.028 0.037
C 0.383 3.726 -10.879 -0.178 -0.093 -0.257
C 1.489 3.384 -10.204 -0.232 0.528 0.204
C 2.215 2.102 -10.489 -0.112 -0.470 -0.334
O 3.225 1.844 -9.864 0.039 0.352 0.202
C 1.670 1.214 -11.508 0.202 0.014 0.157
C 0.564 1.558 -12.177 0.251 -0.501 -0.102
C -0.146 2.851 -11.912 -0.012 0.571 0.406
O -1.138 3.116 -12.567 -0.019 -0.313 -0.231
O 0.030 0.774 -13.116 -0.170 0.384 0.088
O 1.999 4.158 -9.252 0.229 -0.450 -0.250
H -0.148 4.647 -10.685 0.021 -0.003 0.041
H 2.192 0.286 -11.692 -0.003 0.005 -0.005
H -0.755 1.253 -13.441 -0.044 -0.004 -0.036
H 2.788 3.692 -8.917 -0.007 0.075 0.178
C -3.397 -3.470 2.123 0.150 0.150 0.026
C -3.858 -4.700 1.872 -0.331 0.429 0.190
C -2.961 -5.793 1.380 0.620 -0.146 -0.195
O -3.435 -6.897 1.187 -0.360 0.057 0.088
C -1.558 -5.479 1.150 -0.255 -0.166 0.034
C -1.092 -4.247 1.397 0.426 -0.365 -0.223
C -1.987 -3.159 1.916 -0.494 0.104 0.101
O -1.515 -2.064 2.142 0.222 -0.126 0.070
O 0.183 -3.926 1.196 -0.413 0.289 0.212
O -5.142 -5.025 2.047 0.249 -0.302 -0.124
H -4.036 -2.675 2.480 -0.004 -0.008 -0.006
H -0.925 -6.271 0.779 0.023 0.023 0.000
H 0.270 -2.987 1.446 0.168 0.020 -0.046
H -5.210 -5.967 1.799 -0.064 -0.047 0.034
C -0.489 8.000 0.065 0.008 -0.105 -0.102
C -0.156 9.274 0.284 -0.201 -0.317 0.417
C 0.409 10.137 -0.799 0.235 -0.006 -0.710
O 0.676 11.301 -0.538 -0.066 0.020 0.397
C 0.617 9.549 -2.106 -0.170 0.284 0.288
C 0.290 8.267 -2.340 0.190 0.371 -0.664
C -0.304 7.405 -1.260 -0.124 -0.001 0.471
O -0.605 6.261 -1.510 0.020 -0.014 -0.202
O 0.481 7.714 -3.529 -0.355 -0.209 0.697
O -0.308 9.855 1.482 0.137 0.224 -0.282
H -0.901 7.368 0.840 0.000 0.002 -0.005
H 1.043 10.182 -2.873 0.005 -0.040 -0.030
H 0.178 6.775 -3.475 0.190 -0.139 -0.258
H 0.005 10.771 1.366 0.010 0.045 -0.007
C 6.454 -4.894 -2.429 0.074 -0.342 0.062
C 5.864 -3.835 -1.858 0.269 0.160 -0.576
C 5.086 -3.966 -0.582 -0.167 -0.379 0.289
O 4.588 -2.970 -0.098 0.027 0.286 -0.124
C 4.961 -5.291 0.016 -0.049 0.213 0.033
C 5.549 -6.345 -0.560 -0.309 -0.047 0.467
C 6.349 -6.210 -1.820 0.199 0.473 -0.490
O 6.876 -7.205 -2.286 -0.114 -0.279 0.248
O 5.459 -7.575 -0.048 0.230 0.062 -0.348
O 5.937 -2.619 -2.386 -0.147 -0.122 0.535
H 7.019 -4.813 -3.347 -0.026 0.044 -0.002
H 4.384 -5.375 0.926 0.001 -0.013 -0.006
H 5.970 -8.147 -0.651 0.019 -0.048 -0.009
H 5.431 -2.035 -1.790 -0.059 0.119 -0.115
C -7.727 -4.263 4.578 0.028 -0.234 -0.108
C -8.361 -3.218 5.121 0.266 0.072 -0.406
C -9.125 -3.346 6.403 -0.080 -0.416 0.324
O -9.669 -2.363 6.870 -0.352 0.076 -0.444
C -9.184 -4.654 7.039 -0.105 0.281 0.018
C -8.552 -5.697 6.493 -0.253 -0.094 0.495
C -7.767 -5.564 5.226 0.232 0.356 -0.552
O -7.196 -6.544 4.780 -0.235 -0.321 0.198
O -8.582 -6.912 7.043 0.236 0.086 -0.358
O -8.345 -2.010 4.553 -0.217 -0.120 0.395
H -7.169 -4.185 3.655 0.037 0.021 0.027
H -9.752 -4.737 7.955 0.024 -0.016 0.006
H -8.048 -7.479 6.456 0.014 -0.064 0.007
H -8.870 -1.435 5.137 0.024 0.104 -0.041
C 4.812 9.305 -1.290 0.228 0.175 -0.003
C 4.318 8.069 -1.445 -0.359 0.499 0.154
C 5.186 6.924 -1.875 0.504 -0.182 -0.198
O 4.695 5.822 -1.981 -0.293 0.060 0.129
C 6.595 7.199 -2.151 -0.139 -0.100 0.020
C 7.083 8.433 -1.999 0.310 -0.442 -0.178
C 6.220 9.569 -1.543 -0.600 0.160 0.153
O 6.727 10.669 -1.404 0.344 -0.065 -0.100
O 8.365 8.727 -2.242 -0.249 0.307 0.139
O 3.036 7.792 -1.226 0.434 -0.560 -0.056
H 4.196 10.138 -0.978 -0.023 -0.022 0.001
H 7.209 6.371 -2.477 0.001 0.007 -0.001
H 8.454 9.680 -2.054 0.032 0.037 0.005
H 2.937 6.835 -1.408 -0.101 -0.023 -0.030
C -8.858 1.749 9.461 0.166 0.140 0.210
C -8.820 0.625 8.732 -0.564 0.364 -0.117
C -7.662 -0.325 8.816 0.569 -0.061 0.271
O -7.686 -1.336 8.144 0.139 0.198 0.027
C -6.555 0.018 9.701 -0.138 -0.163 -0.148
C -6.595 1.142 10.426 0.476 -0.354 0.035
C -7.763 2.078 10.361 -0.590 0.120 -0.297
O -7.752 3.076 11.058 0.326 -0.034 0.170
O -5.603 1.493 11.245 -0.375 0.249 -0.034
O -9.804 0.291 7.899 0.591 -0.249 0.082
H -9.687 2.440 9.412 -0.012 -0.022 -0.015
H -5.718 -0.665 9.741 0.010 0.020 0.020
H -5.879 2.338 11.646 0.037 0.039 0.044
H -9.548 -0.567 7.497 -0.266 -0.121 0.008
C -3.996 -4.574 8.249 -0.188 -0.037 -0.175
C -2.920 -4.902 8.974 -0.273 0.485 0.108
C -2.152 -6.164 8.716 0.019 -0.525 -0.375
O -1.171 -6.401 9.394 -0.014 0.274 0.235
C -2.624 -7.051 7.660 0.165 0.072 0.210
C -3.702 -6.725 6.938 0.273 -0.588 -0.210
C -4.452 -5.452 7.181 0.076 0.502 0.420
O -5.412 -5.205 6.479 0.018 -0.112 -0.055
O -4.170 -7.509 5.965 -0.235 0.507 0.177
O -2.471 -4.129 9.963 0.196 -0.403 -0.109
H -4.558 -3.667 8.424 0.014 0.005 -0.003
H -2.072 -7.966 7.494 -0.007 0.006 -0.026
H -4.952 -7.049 5.597 -0.036 -0.085 -0.123
H -1.687 -4.588 10.320 0.055 0.042 0.043
```
Positions in Å, forces in eV/Å.


(2)
C52H47Cl5N9OPb | ωB97M-V/def2-TZVPD

Calculated values
M   1198.48 Da
E_LUMO   2.094 eV
HOMO energy   -4.99 eV
DFT total energy   -138008.5312 eV
Relative energy (zero: lowest compared OMol25 entry of this formula, charge and spin)   0.0 kcal per mole
Charge   -1
Largest force on an atom   0.67 eV/Å

Geometry as XYZ:
```
115
Properties=species:S:1:pos:R:3:forces:R:3
Pb -0.673 1.316 -0.892 -0.322 0.583 -0.040
C 4.921 1.110 0.575 -0.015 -0.021 0.062
C 3.530 1.482 0.954 -0.068 -0.014 -0.119
N 2.803 0.651 1.629 0.113 -0.135 -0.067
N 3.243 -0.602 1.996 0.218 0.140 -0.035
C 3.514 -1.410 0.956 0.111 0.113 -0.004
O 3.455 -1.148 -0.252 0.001 0.030 0.057
C 3.917 -2.797 1.391 0.007 -0.002 0.002
C 3.973 -3.794 0.423 0.048 -0.003 -0.008
C 4.289 -5.097 0.776 0.000 0.002 -0.009
C 4.564 -5.411 2.100 -0.002 0.004 0.007
C 4.522 -4.416 3.068 0.001 -0.004 -0.003
C 4.196 -3.114 2.717 -0.045 -0.003 0.016
C 3.078 2.853 0.555 0.030 0.036 -0.118
C 3.939 3.920 0.808 -0.009 0.000 -0.011
C 3.557 5.189 0.415 0.052 0.027 0.035
C 2.338 5.353 -0.217 -0.062 0.036 -0.001
C 1.547 4.235 -0.424 -0.131 -0.078 0.062
N 1.909 3.006 -0.063 0.315 -0.107 -0.010
H 5.343 0.428 1.313 0.004 0.010 0.006
H 5.538 1.997 0.460 -0.006 -0.054 -0.016
H 4.885 0.569 -0.374 -0.006 -0.035 0.007
H 3.753 -3.521 -0.602 -0.004 -0.003 0.006
H 4.316 -5.871 0.018 0.001 0.000 -0.001
H 4.809 -6.429 2.378 0.001 -0.002 0.001
H 4.736 -4.657 4.102 -0.001 -0.003 0.000
H 4.132 -2.335 3.464 0.003 0.005 -0.008
H 4.875 3.760 1.326 -0.022 0.030 -0.001
H 4.200 6.038 0.608 -0.001 -0.002 0.007
H 1.987 6.326 -0.532 0.006 -0.002 -0.013
H 0.565 4.325 -0.870 0.046 0.012 0.006
N -4.924 2.692 -0.213 0.042 -0.093 0.060
C -3.491 2.672 -0.391 -0.002 0.060 -0.024
N -3.061 1.360 -0.841 -0.004 -0.108 -0.050
C -3.753 0.798 -1.813 0.042 0.083 0.051
N -3.249 -0.087 -2.690 0.121 0.002 -0.047
N -1.907 -0.020 -2.732 -0.016 -0.128 0.109
C -1.296 -0.763 -3.580 -0.024 -0.023 0.011
C 0.154 -0.667 -3.730 0.002 0.034 -0.100
C 0.827 -1.459 -4.661 0.013 -0.004 0.040
C 2.200 -1.334 -4.777 -0.009 -0.015 0.002
C 2.871 -0.434 -3.964 0.024 -0.011 -0.001
C 2.125 0.309 -3.062 -0.007 -0.039 0.052
N 0.809 0.204 -2.953 0.005 0.030 -0.092
C -5.177 1.137 -1.995 -0.015 -0.017 0.015
C -5.984 0.510 -2.941 0.003 0.000 -0.007
C -7.333 0.802 -3.030 0.008 0.010 0.002
C -7.884 1.740 -2.158 -0.005 -0.007 -0.004
C -7.102 2.381 -1.219 0.001 0.004 -0.001
C -5.734 2.091 -1.132 -0.006 0.056 -0.035
H -5.309 3.435 0.339 -0.002 0.029 -0.017
H -3.026 2.877 0.574 -0.014 0.002 0.001
H -1.855 -1.452 -4.211 0.013 0.014 -0.006
H 0.272 -2.157 -5.274 -0.003 0.003 -0.002
H 2.744 -1.939 -5.493 -0.001 0.002 0.001
H 3.944 -0.314 -4.014 -0.001 -0.009 0.013
H 2.598 1.015 -2.388 0.020 0.007 0.013
H -5.521 -0.216 -3.596 -0.001 0.000 0.004
H -7.952 0.310 -3.768 -0.002 -0.001 0.001
H -8.939 1.979 -2.220 0.000 0.001 0.000
H -7.532 3.119 -0.552 0.005 0.003 0.000
Cl -0.840 3.389 1.563 -0.042 -0.154 -0.026
C -2.869 3.688 -1.397 -0.011 -0.018 -0.073
C -1.629 3.300 -1.942 -0.080 -0.154 0.002
C -1.067 4.083 -2.920 0.094 0.034 0.009
Cl 0.459 3.582 -3.632 -0.018 0.008 -0.002
C -1.648 5.269 -3.368 -0.031 0.016 0.020
Cl -0.930 6.208 -4.631 0.002 -0.011 0.000
C -2.820 5.696 -2.760 0.013 -0.006 -0.011
Cl -3.539 7.191 -3.248 0.003 -0.006 -0.005
C -3.413 4.910 -1.763 0.003 0.012 0.033
Cl -4.823 5.582 -0.974 0.006 -0.021 -0.002
C -0.298 -0.568 5.930 0.001 0.001 0.026
C 0.287 -0.095 4.626 -0.014 0.038 -0.046
C 1.051 1.150 4.625 -0.074 0.029 -0.047
C 1.592 1.680 3.528 -0.001 0.029 0.096
C 2.212 3.043 3.541 0.136 -0.066 0.079
C 1.458 0.974 2.205 -0.111 0.018 -0.070
C 0.635 -0.318 2.212 -0.037 0.105 0.183
C 0.066 -0.756 3.483 -0.048 -0.095 0.086
N 0.551 -0.870 1.080 0.000 -0.032 -0.311
C -0.116 -2.120 0.750 0.120 -0.079 -0.068
C -1.640 -1.965 0.813 -0.121 -0.025 0.135
C -2.312 -3.247 0.313 -0.060 0.003 -0.042
C -1.920 -3.501 -1.148 0.025 0.026 -0.002
C -0.399 -3.667 -1.240 -0.045 -0.051 -0.007
C 0.041 -4.864 -0.395 -0.025 -0.020 -0.012
C -0.344 -4.609 1.065 0.014 0.029 -0.003
C -1.862 -4.432 1.175 0.001 0.002 0.006
C 0.354 -3.339 1.567 0.085 -0.001 0.030
C 0.267 -2.399 -0.713 0.008 -0.135 -0.020
H 0.077 0.018 6.769 0.007 -0.009 -0.001
H -0.055 -1.615 6.114 -0.012 -0.011 -0.019
H -1.386 -0.477 5.922 -0.002 0.016 -0.001
H 1.095 1.708 5.554 0.010 -0.011 0.000
H 2.049 3.516 4.509 0.016 0.004 0.006
H 1.749 3.664 2.771 -0.047 0.004 0.027
H 3.292 3.006 3.361 -0.061 -0.014 -0.011
H 0.968 1.668 1.512 0.019 -0.022 0.168
H -0.554 -1.644 3.491 0.071 0.093 0.013
H -1.934 -1.117 0.185 -0.063 -0.038 0.045
H -1.969 -1.733 1.835 0.050 -0.042 -0.132
H -3.397 -3.129 0.387 -0.006 -0.005 -0.018
H -2.246 -2.664 -1.778 -0.008 -0.069 0.102
H -2.420 -4.404 -1.517 -0.010 0.001 0.007
H -0.106 -3.819 -2.285 -0.004 -0.005 0.006
H 1.124 -5.006 -0.470 -0.005 0.015 -0.002
H -0.439 -5.779 -0.758 0.002 -0.011 0.011
H -0.026 -5.455 1.682 0.001 0.003 -0.004
H -2.141 -4.261 2.221 -0.004 0.003 -0.004
H -2.372 -5.345 0.850 0.002 -0.003 -0.009
H 1.439 -3.438 1.454 -0.124 0.015 0.024
H 0.160 -3.221 2.633 -0.033 0.006 0.006
H -0.051 -1.559 -1.323 -0.010 0.158 0.033
H 1.358 -2.450 -0.784 -0.029 0.004 -0.007
```
Positions in Å, forces in eV/Å.


(3)
C32H37AsN6O5SSc | ωB97M-V/def2-TZVPD

Calculated values
M   737.63 Da
E_LUMO   -3.449 eV
HOMO energy   -10.70 eV
DFT total energy   -145338.2787 eV
Charge   +1
Largest force on an atom   1.04 eV/Å

Geometry as XYZ:
```
83
Properties=species:S:1:pos:R:3:forces:R:3
Sc 0.162 -0.589 -0.499 0.238 0.891 -0.490
N -0.445 -3.281 2.918 0.164 0.028 0.119
C -0.556 -2.276 2.043 -0.099 0.020 0.060
S 0.715 -1.075 2.034 -0.222 0.041 -0.293
N -1.658 -2.282 1.321 0.027 0.004 -0.020
N -1.703 -1.313 0.376 -0.225 -0.194 0.372
C -2.840 -1.082 -0.181 -0.183 0.081 -0.087
C -4.076 -1.825 0.169 -0.065 0.092 -0.074
C -4.173 -3.184 -0.114 -0.003 -0.042 -0.015
C -5.333 -3.874 0.198 0.002 0.018 0.013
C -6.394 -3.215 0.808 0.008 0.002 -0.013
C -6.297 -1.863 1.101 0.014 0.002 -0.006
C -5.141 -1.166 0.775 -0.004 0.018 0.009
C -2.860 0.005 -1.192 -0.012 -0.088 0.117
C -4.016 0.366 -1.866 -0.181 0.027 -0.082
C -3.971 1.416 -2.770 -0.054 -0.018 0.013
C -2.771 2.073 -2.988 -0.066 0.032 -0.044
C -1.658 1.632 -2.299 0.112 -0.034 0.029
N -1.693 0.630 -1.424 0.174 -0.268 0.174
H 0.371 -3.361 3.495 -0.003 -0.019 0.002
H -1.149 -4.000 2.934 -0.023 0.007 -0.013
H -3.333 -3.699 -0.564 -0.019 0.008 0.009
H -5.406 -4.930 -0.027 -0.001 0.032 0.005
H -7.297 -3.759 1.057 0.032 0.017 -0.008
H -7.118 -1.349 1.584 0.028 -0.016 -0.015
H -5.061 -0.109 1.006 -0.012 -0.030 -0.001
H -4.934 -0.173 -1.679 0.020 0.026 -0.016
H -4.866 1.717 -3.300 0.020 -0.017 0.021
H -2.692 2.900 -3.681 0.000 -0.032 0.025
H -0.691 2.093 -2.459 0.001 -0.007 0.008
C 3.726 1.667 -1.081 0.058 -0.086 0.015
C 3.606 0.205 -0.818 0.005 0.044 -0.028
N 2.493 -0.502 -0.747 -0.141 -0.373 0.106
C 2.879 -1.821 -0.541 -0.153 0.124 -0.060
C 4.235 -1.895 -0.485 0.082 0.056 0.109
N 4.666 -0.609 -0.672 0.211 0.089 0.064
C 5.277 -2.952 -0.308 0.029 -0.009 -0.525
O 4.869 -4.182 -0.100 -0.309 0.039 0.187
O 6.431 -2.630 -0.440 -0.025 -0.017 0.231
C 1.852 -2.893 -0.458 -0.185 0.003 -0.030
O 2.169 -4.039 -0.195 0.153 -0.115 -0.002
O 0.642 -2.485 -0.712 0.543 -0.651 -0.177
H 2.741 2.123 -1.090 -0.045 0.018 -0.002
H 4.199 1.847 -2.048 -0.008 -0.017 0.014
H 4.331 2.158 -0.317 -0.009 -0.028 -0.011
H 5.651 -0.374 -0.682 -0.007 0.006 -0.024
H 3.872 -4.230 -0.047 0.150 -0.014 -0.074
C 1.771 -2.041 -4.088 0.036 0.041 -0.024
C 2.310 -0.594 -4.195 -0.001 -0.021 -0.037
C 1.197 0.267 -3.588 0.065 -0.179 0.043
O 0.388 -0.646 -2.827 -0.124 0.024 0.227
C 0.339 -1.860 -3.614 0.071 0.144 -0.040
H 2.338 -2.607 -3.350 0.015 -0.015 0.001
H 1.816 -2.579 -5.032 0.018 0.013 -0.003
H 2.504 -0.300 -5.225 0.012 -0.018 0.011
H 3.240 -0.486 -3.637 -0.018 -0.008 -0.014
H 0.571 0.721 -4.359 -0.025 0.025 -0.044
H 1.555 1.044 -2.914 0.008 0.002 0.027
H -0.347 -1.689 -4.446 -0.041 0.012 -0.050
H -0.035 -2.659 -2.986 -0.008 -0.030 0.073
C 0.444 3.760 -0.134 0.008 -0.034 -0.049
As 0.452 1.962 0.643 -0.063 0.291 0.278
C -1.140 2.097 1.751 -0.031 -0.091 -0.040
C 1.933 2.142 1.935 -0.048 -0.025 0.120
C 1.535 2.731 3.258 0.010 0.049 -0.011
C 1.324 4.104 3.388 0.034 -0.033 -0.017
C 0.932 4.649 4.601 -0.005 -0.017 0.006
C 0.744 3.825 5.704 0.003 -0.016 0.003
C 0.953 2.459 5.585 0.004 0.004 -0.048
C 1.346 1.914 4.367 -0.069 -0.018 0.022
H 1.440 4.191 -0.060 0.052 0.045 -0.017
H -0.254 4.383 0.419 -0.001 0.079 0.036
H 0.150 3.747 -1.180 -0.035 0.004 -0.011
H -1.000 2.874 2.497 -0.005 0.074 0.041
H -1.318 1.143 2.244 0.008 -0.006 0.017
H -1.986 2.345 1.111 -0.010 0.001 -0.032
H 2.680 2.765 1.445 0.046 0.042 -0.061
H 2.353 1.146 2.061 0.048 -0.024 0.039
H 1.478 4.754 2.533 0.009 0.004 0.016
H 0.780 5.717 4.689 0.005 -0.024 -0.003
H 0.443 4.249 6.654 0.007 -0.012 -0.028
H 0.813 1.811 6.441 0.007 0.020 -0.026
H 1.495 0.844 4.275 0.005 0.049 0.005
```
Positions in Å, forces in eV/Å.